13
Properties=species:S:1:pos:R:3:forces:R:3 method="wB97M-V/def2-TZVPD" lumo_ha="0.0080 / 0.0080" mol_weight_g_mol=122.1 e_tot_ha=-741.67669 homo_ev="-7.289 / -7.288" de_lowest_kcal_mol=66.3 orbital_gap_ev="7.51 / 7.50"
C -0.738 1.090 -0.392 1.17 -0.76 -2.28
C 0.742 -0.593 0.522 -3.25 1.28 2.69
C -0.769 -0.358 0.057 0.69 -0.23 -0.45
O -0.797 2.207 -0.183 -0.44 0.32 0.63
O -1.717 -0.610 1.057 -0.18 0.30 0.83
O 0.305 1.078 -2.406 -1.22 -0.28 1.69
S 0.762 2.570 -2.517 -0.97 1.46 -0.88
H 0.703 -1.333 1.298 -0.20 -0.97 0.04
H 1.549 -0.764 -0.084 1.35 -0.24 -2.19
H 0.921 0.284 1.153 0.49 0.22 -0.30
H -1.157 -0.982 -0.774 0.83 0.54 0.24
H -1.602 -0.159 1.922 0.40 -0.17 -0.97
H -0.319 3.355 -3.179 1.32 -1.46 0.93